[1]
106
Properties=species:S:1:pos:R:3:forces:R:3:nbo_charge:R:1 method="wB97M-V/def2-TZVPD" relative_energy_kcal_mol=83.8 e_tot_ev=-374281.492 charge=-1 mol_weight_g_mol=1329.31 gap_ha=0.1994 lumo_energy_ev=2.04 homo_energy_ev=-3.39
Sc 0.079 1.222 -0.560 -0.408 0.516 0.040 0.9007
O 0.407 -0.677 0.157 0.182 -1.689 0.599 -0.7977
C 0.743 -1.700 -0.793 0.140 -0.011 -0.620 0.0386
C 0.936 -0.866 -2.139 0.499 -0.732 0.353 0.8744
O 1.757 -1.226 -2.961 -0.232 -0.197 -0.073 -0.6522
O 0.229 0.200 -2.187 0.059 -1.236 -1.609 -0.8258
C -0.382 -2.717 -0.939 0.028 0.109 0.096 0.0759
C -0.804 -3.159 -2.185 0.021 0.026 0.080 -0.2381
C -1.887 -4.019 -2.281 -0.017 -0.032 -0.061 -0.2023
C -2.560 -4.430 -1.143 -0.029 -0.031 -0.008 -0.2166
C -2.124 -4.010 0.104 0.112 -0.064 0.005 -0.1845
C -1.026 -3.175 0.205 0.006 -0.254 -0.111 -0.2313
C 2.026 -2.403 -0.397 -0.093 0.235 0.037 0.0477
C 2.699 -2.087 0.778 0.128 -0.108 -0.027 -0.2697
C 3.868 -2.767 1.099 0.099 -0.030 -0.006 -0.2109
C 4.368 -3.744 0.254 0.110 -0.045 0.082 -0.2247
C 3.697 -4.053 -0.920 -0.062 0.035 -0.070 -0.2167
C 2.529 -3.387 -1.246 0.087 -0.067 0.143 -0.1968
H 0.133 -1.021 1.024 -0.013 0.112 -0.018 0.5478
H -0.318 -2.802 -3.084 0.015 0.013 -0.004 0.2256
H -2.222 -4.346 -3.257 -0.023 0.008 -0.026 0.2095
H -3.436 -5.059 -1.227 -0.015 -0.041 -0.009 0.2091
H -2.662 -4.298 0.997 0.006 -0.004 0.035 0.2158
H -0.737 -2.843 1.194 0.059 0.115 0.050 0.2069
H 2.339 -1.325 1.461 -0.099 -0.014 -0.155 0.2464
H 4.397 -2.524 2.012 -0.014 0.015 0.035 0.2086
H 5.281 -4.267 0.510 0.018 0.003 0.003 0.2072
H 4.090 -4.806 -1.591 0.001 -0.029 0.005 0.2107
H 2.003 -3.612 -2.162 0.010 -0.045 -0.009 0.2339
Se -3.512 -0.729 1.570 -0.616 -1.418 2.557 -0.4467
Sb -2.179 1.350 0.639 -2.935 2.558 3.293 0.6424
Se -0.701 3.370 -0.029 0.996 2.734 0.845 -0.7237
Se -2.831 -0.656 -0.529 -0.695 -1.859 -3.930 -0.2774
Se -4.283 2.631 0.746 0.518 0.101 -0.138 -0.7625
S -3.882 5.852 -4.254 0.258 -0.196 -0.162 0.2436
C -2.965 4.549 -3.426 -0.281 0.086 -0.014 -0.1385
C -3.611 3.386 -3.062 0.192 0.043 -0.016 -0.2415
C -2.823 2.296 -2.705 -0.099 -0.290 -0.033 0.0688
N -1.498 2.329 -2.626 -0.191 0.312 -0.353 -0.4552
C -0.905 3.505 -2.885 -0.049 -0.088 -0.236 0.0585
C -1.586 4.632 -3.298 0.212 -0.154 -0.018 -0.2346
C -3.524 5.169 -5.882 -0.198 0.198 0.218 -0.1114
C -2.238 5.194 -6.405 -0.059 -0.023 -0.153 -0.2622
C -2.008 4.557 -7.613 -0.023 0.072 0.105 0.0359
N -2.957 3.942 -8.310 0.059 -0.124 -0.281 -0.4236
C -4.188 3.948 -7.815 -0.070 0.030 0.038 0.0365
C -4.527 4.545 -6.608 0.100 0.026 -0.042 -0.2678
H -4.687 3.304 -3.042 -0.008 0.001 -0.138 0.2375
H -3.314 1.352 -2.482 0.133 0.081 0.112 0.2208
H 0.167 3.553 -2.709 -0.148 -0.003 -0.250 0.1981
H -1.051 5.552 -3.482 -0.023 0.031 -0.099 0.2124
H -1.432 5.681 -5.879 0.035 0.009 0.050 0.2286
H -1.013 4.531 -8.044 0.019 0.045 0.038 0.1900
H -4.935 3.434 -8.409 -0.066 0.022 0.043 0.1888
H -5.537 4.505 -6.228 -0.039 -0.030 0.014 0.2290
C 5.139 -0.509 -1.905 -0.004 -0.133 -0.074 -0.6221
C 4.841 0.559 -0.872 0.146 -0.408 0.209 -0.6956
Sb 2.817 1.248 -0.850 2.014 1.836 -0.394 1.0340
C 2.684 1.740 -2.962 0.142 0.148 -0.131 -0.7085
C 3.464 2.965 -3.419 0.002 -0.162 0.194 -0.6205
C 3.543 3.209 -0.204 -0.026 -0.180 0.137 -0.6995
C 2.555 4.346 -0.025 -0.038 0.146 -0.038 -0.6213
H 6.198 -0.775 -1.894 0.020 -0.018 0.024 0.2009
H 4.900 -0.166 -2.911 -0.024 -0.055 -0.053 0.2062
H 4.563 -1.414 -1.710 -0.029 -0.035 -0.081 0.2234
H 5.472 1.435 -1.022 -0.111 0.146 -0.012 0.2152
H 5.054 0.176 0.127 -0.010 0.033 0.067 0.2211
H 1.631 1.843 -3.221 0.006 -0.113 0.060 0.2351
H 3.040 0.848 -3.479 -0.149 -0.042 0.020 0.2387
H 3.069 3.876 -2.966 0.100 0.048 -0.026 0.2049
H 3.401 3.070 -4.504 0.007 0.029 -0.016 0.2087
H 4.520 2.873 -3.153 0.053 0.135 -0.044 0.1938
H 4.300 3.476 -0.943 0.062 -0.084 0.037 0.2062
H 4.056 3.023 0.743 0.111 -0.074 -0.031 0.2114
H 1.935 4.492 -0.912 -0.003 0.015 0.091 0.2095
H 3.083 5.284 0.168 0.086 0.019 -0.004 0.1962
H 1.875 4.173 0.809 0.005 -0.037 -0.105 0.2379
C 1.388 -2.378 6.221 -0.034 -0.201 -0.032 -0.6104
C 0.842 -3.380 5.209 -0.083 0.287 0.013 -0.3994
C 0.506 -2.723 3.868 0.108 -0.387 0.144 -0.2322
N -0.586 -1.774 3.987 -0.318 0.467 0.294 -0.5999
C -0.458 -0.444 3.890 0.653 -0.092 -0.465 0.3525
S 0.866 0.261 3.116 0.002 0.199 0.303 -0.2552
N -1.420 0.398 4.383 -0.666 -0.096 0.008 -0.6498
C -2.666 0.164 5.010 0.590 0.077 0.082 0.6909
O -3.478 1.047 5.033 -0.130 -0.111 0.024 -0.5063
C -2.843 -1.137 5.737 -0.291 -0.070 0.021 -0.1749
C -2.074 -1.435 6.856 0.044 0.094 -0.074 -0.1968
C -2.231 -2.651 7.502 -0.016 0.059 0.012 -0.2151
C -3.157 -3.569 7.029 0.011 -0.079 -0.010 -0.2137
C -3.945 -3.262 5.930 -0.111 0.011 -0.054 -0.2150
C -3.812 -2.036 5.297 0.305 0.219 -0.092 -0.1398
H 1.602 -2.870 7.169 0.020 0.029 0.052 0.2051
H 0.659 -1.591 6.408 0.047 0.091 0.005 0.2066
H 2.307 -1.919 5.855 0.007 0.062 -0.001 0.2111
H -0.061 -3.851 5.607 0.020 -0.118 0.030 0.1980
H 1.581 -4.163 5.026 -0.074 -0.053 -0.026 0.2063
H 0.236 -3.505 3.154 -0.004 0.129 -0.124 0.2048
H 1.382 -2.189 3.507 -0.138 -0.010 -0.160 0.2388
H -1.494 -2.127 4.254 0.085 -0.141 0.029 0.4198
H -1.376 1.342 4.004 0.121 -0.144 -0.005 0.4503
H -1.353 -0.713 7.218 0.058 0.008 -0.020 0.2238
H -1.623 -2.883 8.367 -0.012 0.001 0.014 0.2160
H -3.265 -4.527 7.520 -0.008 -0.017 0.004 0.2133
H -4.667 -3.974 5.554 -0.032 -0.032 0.049 0.2179
H -4.405 -1.760 4.435 -0.111 -0.122 -0.060 0.2407


[2]
59
Properties=species:S:1:pos:R:3:forces:R:3:mulliken_spin:R:1 method="wB97M-V/def2-TZVPD" relative_energy_kcal_mol=0.0 e_tot_ev=-59653.157 s2=8.75 charge=-1 multiplicity=6 mol_weight_g_mol=368.40 gap_ha="0.2115 / 0.2239" lumo_energy_ev="2.51 / 2.49" homo_energy_ev="-3.25 / -3.60"
Mn 0.652 0.910 0.632 1.813 -3.201 -0.577 4.7050
C -0.721 -0.602 4.514 1.113 -1.002 -0.141 0.0022
C -0.567 -1.222 3.084 0.022 2.624 -0.968 0.0173
O 0.410 -0.584 2.287 -0.668 -0.195 0.611 0.0358
H 0.256 -0.487 4.984 0.335 0.314 -0.226 0.0001
H -1.198 -1.296 5.206 -0.702 0.014 -0.044 -0.0007
H -1.217 0.367 4.489 -0.104 -0.047 -0.015 0.0012
H -1.538 -0.981 2.653 -0.845 -0.198 -0.369 -0.0006
H -0.560 -2.312 3.080 0.657 -0.389 0.315 0.0003
C 3.961 0.116 -1.465 -0.645 1.123 -0.318 0.0014
C 3.850 0.752 -0.066 -1.065 -0.590 2.422 0.0137
O 2.794 0.365 0.803 -0.503 0.179 -1.296 0.0676
H 4.526 0.814 -2.083 0.319 0.055 -0.221 0.0000
H 2.969 0.103 -1.917 -0.238 0.022 0.068 0.0012
H 4.374 -0.877 -1.646 0.140 -0.092 0.841 -0.0002
H 3.812 1.840 -0.017 0.051 0.764 -1.465 -0.0079
H 4.756 0.622 0.526 0.832 -0.655 -0.188 0.0029
C -1.022 1.907 -3.263 -0.126 0.658 -0.903 -0.0020
C 0.249 1.223 -2.802 0.459 -0.352 1.972 0.0098
O 0.217 0.893 -1.417 -0.207 0.047 -1.018 0.0376
H -0.958 2.219 -4.306 0.422 0.116 -0.363 -0.0003
H -1.187 2.839 -2.723 0.021 -0.026 0.340 -0.0005
H -1.968 1.367 -3.285 0.194 -0.600 0.667 -0.0005
H 1.139 1.803 -3.045 0.038 1.353 0.315 0.0007
H 0.580 0.420 -3.461 -0.923 -1.265 -0.087 0.0011
C -0.726 -2.530 -0.274 1.937 -1.012 0.522 0.0144
C 0.156 -3.039 -1.528 -2.032 1.159 1.747 -0.0070
C -0.713 -2.911 -2.783 0.357 -2.164 0.654 0.0007
O -1.876 -3.859 -2.797 0.670 0.798 0.697 0.0000
C -1.530 -5.243 -2.697 0.471 0.459 -1.696 0.0000
N 1.363 -2.264 -1.592 0.116 0.681 -0.203 -0.0017
H -0.891 -1.455 -0.197 -0.100 0.099 -0.921 0.0203
H -0.100 -2.652 0.610 0.271 -0.131 0.112 -0.0009
H -1.635 -3.064 0.003 -0.153 -0.165 -0.783 0.0003
H 0.587 -4.033 -1.403 -0.972 -0.520 0.173 -0.0001
H 0.033 -3.176 -3.532 -0.516 -0.100 -1.059 -0.0001
H -1.032 -1.874 -2.892 -0.467 -0.287 -0.085 -0.0001
H -1.010 -5.623 -1.818 0.048 0.577 0.221 0.0000
H -0.947 -5.423 -3.600 0.869 -0.387 0.092 0.0000
H -2.358 -5.923 -2.901 -0.757 0.630 0.449 0.0000
H 1.154 -1.277 -1.634 -0.016 0.576 0.255 0.0124
H 1.879 -2.483 -2.432 0.208 -0.126 -0.153 0.0000
C -0.011 4.141 3.126 -1.872 3.192 1.971 0.0076
C -0.172 2.874 2.496 0.605 -1.693 -0.911 -0.0389
C -1.554 2.648 1.912 -0.366 -0.405 -1.766 -0.0076
O -1.542 1.432 1.182 0.929 -1.818 1.188 0.0027
C -2.652 1.116 0.375 -0.857 1.737 0.736 0.0149
N 0.828 2.815 1.452 0.298 0.444 -0.655 0.0771
H -0.799 4.113 3.878 0.279 0.778 0.864 -0.0004
H -0.292 4.978 2.486 -0.211 0.019 -0.475 0.0007
H 0.947 4.484 3.517 0.107 -0.890 0.296 -0.0002
H 0.028 2.073 3.208 -0.010 -0.357 -0.108 0.0051
H -1.834 3.262 1.055 0.242 1.747 0.531 0.0021
H -2.327 2.729 2.677 -0.163 -0.364 0.148 -0.0010
H -2.597 1.713 -0.535 0.231 -0.627 -0.590 -0.0036
H -3.510 1.553 0.887 -0.575 -0.279 0.179 0.0004
H -2.836 0.047 0.271 0.623 0.173 -0.194 0.0020
H 1.725 3.036 1.860 0.410 -0.495 0.031 0.0052
H 0.635 3.613 0.864 0.008 0.094 -0.619 0.0107